Here is a structure of composition C23H24N4O6PSZn from OMol25. Energies are from ωB97M-V/def2-TZVPD.

E = -111033.8872 eV
HOMO energy = -4.48 eV
M = 580.9 u
frontier orbital gap = 6.66 eV
total charge = -1

Positions of all 60 atoms, in Å:
Zn1 -0.615 -0.635 0.622
O1 -0.275 4.338 -1.679
C1 -1.290 3.787 -2.373
C2 -1.918 4.566 -3.347
C3 -2.966 4.052 -4.091
C4 -3.412 2.748 -3.879
C5 -2.788 1.974 -2.918
C6 -1.729 2.470 -2.158
C7 -1.138 1.577 -1.122
O2 -1.455 0.368 -1.097
N1 -0.270 2.188 -0.276
N2 0.102 1.340 0.708
C8 0.864 1.728 1.650
C9 1.111 0.782 2.758
C10 1.684 1.187 3.956
C11 1.789 0.266 4.987
C12 1.328 -1.029 4.795
C13 0.780 -1.349 3.562
N3 0.682 -0.469 2.572
H1 -0.050 3.680 -0.969
H2 -1.564 5.580 -3.493
H3 -3.447 4.677 -4.836
H4 -4.235 2.346 -4.458
H5 -3.105 0.956 -2.722
H6 1.276 2.732 1.674
H7 2.023 2.209 4.075
H8 2.213 0.560 5.941
H9 1.391 -1.773 5.578
H10 0.402 -2.345 3.348
O3 2.085 -3.694 -0.752
C14 1.299 -2.831 -0.445
N4 0.534 -1.971 -0.158
C15 5.380 -1.415 -1.606
O4 4.980 -0.244 -0.896
P1 3.393 -0.121 -0.473
O5 3.183 1.479 -0.634
C16 2.670 1.939 -1.889
O6 3.519 -0.040 1.150
C17 3.720 -1.287 1.819
H11 6.434 -1.586 -1.397
H12 5.254 -1.283 -2.683
H13 4.811 -2.298 -1.303
H14 2.371 2.975 -1.758
H15 1.798 1.359 -2.199
H16 3.439 1.881 -2.665
H17 3.593 -1.105 2.884
H18 4.729 -1.666 1.642
H19 2.993 -2.039 1.495
S1 -2.498 -1.115 1.925
C18 -3.493 -2.204 0.956
C19 -4.814 -2.455 1.354
C20 -5.630 -3.319 0.634
C21 -5.155 -3.955 -0.507
C22 -3.850 -3.712 -0.914
C23 -3.027 -2.853 -0.196
H20 -5.191 -1.956 2.240
H21 -6.648 -3.493 0.966
H22 -5.794 -4.623 -1.071
H23 -3.461 -4.199 -1.801
H24 -2.010 -2.680 -0.525

Forces on atoms 1 to 6 (eV/Å):
-0.444 -0.156 0.128
-0.184 0.157 -0.209
0.045 0.043 -0.013
-0.003 0.045 -0.056
0.003 -0.031 0.050
0.038 0.037 -0.014


Here is a structure of composition C23H24N4PdS2 from OMol25. Energies are from ωB97M-V/def2-TZVPD.

E = -55350.8979 eV
spin multiplicity = 3
HOMO energy (alpha / beta) = -7.11 / -7.01 eV
M = 527.0 u
energy relative to the best compared isomer or geometry (same formula, charge and spin) = 5.8 kcal per mole
frontier orbital gap (alpha / beta) = 7.77 / 5.80 eV

Positions of all 54 atoms, in Å:
Pd1 -0.931 -0.661 0.248
C1 -2.533 0.720 -2.129
N1 -1.719 1.145 -0.990
C2 -2.510 1.941 -0.041
C3 -0.462 1.774 -1.337
C4 -0.255 2.403 -2.555
C5 0.969 2.994 -2.839
C6 1.987 2.947 -1.896
C7 1.786 2.313 -0.678
C8 0.561 1.716 -0.378
N2 0.290 0.933 0.744
C9 0.514 1.327 2.045
C10 1.201 2.488 2.435
C11 1.325 2.834 3.772
C12 0.773 2.042 4.769
C13 0.073 0.903 4.401
C14 -0.067 0.548 3.069
N3 -0.831 -0.614 2.685
C15 -2.075 -0.803 3.431
C16 -0.012 -1.842 2.743
H1 -3.019 1.569 -2.620
H2 -3.297 0.032 -1.773
H3 -1.909 0.195 -2.848
H4 -2.921 2.825 -0.539
H5 -1.887 2.253 0.791
H6 -3.330 1.332 0.338
H7 -1.049 2.436 -3.291
H8 1.125 3.481 -3.793
H9 2.953 3.386 -2.118
H10 2.600 2.225 0.032
H11 1.618 3.139 1.679
H12 1.857 3.741 4.035
H13 0.875 2.309 5.813
H14 -0.383 0.286 5.166
H15 -1.899 -1.161 4.452
H16 -2.683 -1.543 2.913
H17 -2.618 0.138 3.477
H18 0.291 -2.057 3.775
H19 0.886 -1.716 2.144
H20 -0.585 -2.684 2.359
S1 -2.542 -2.500 -0.219
C17 -1.228 -2.948 -1.230
N4 -0.155 -2.200 -1.278
C18 0.806 -2.700 -2.147
C19 2.042 -2.118 -2.415
C20 2.891 -2.746 -3.309
C21 2.523 -3.942 -3.935
C22 1.294 -4.525 -3.675
C23 0.440 -3.893 -2.779
S2 -1.155 -4.359 -2.256
H21 2.312 -1.188 -1.927
H22 3.855 -2.306 -3.528
H23 3.204 -4.417 -4.632
H24 1.005 -5.450 -4.161

Forces on atoms 1 to 6 (eV/Å):
-0.119 0.233 0.152
-0.008 0.027 0.010
0.307 -0.385 -0.093
-0.028 -0.012 -0.009
-0.162 0.184 -0.231
-0.031 -0.015 -0.010


Here is a structure of composition C23H24N5OPt from OMol25. Energies are from ωB97M-V/def2-TZVPD.

E = -36979.3581 eV
spin multiplicity = 3
HOMO energy (alpha / beta) = -9.63 / -11.46 eV
M = 581.6 u
energy relative to the best compared isomer or geometry (same formula, charge and spin) = 0.0 kcal per mole
frontier orbital gap (alpha / beta) = 7.61 / 6.44 eV
total charge = +1

Positions of all 54 atoms, in Å:
Pt1 0.883 -0.642 -0.558
C1 -1.654 4.268 0.518
C2 -2.055 3.437 -0.519
C3 -1.201 2.460 -1.001
C4 0.062 2.305 -0.437
C5 0.465 3.133 0.605
C6 -0.395 4.110 1.078
N1 0.919 1.295 -0.936
C7 1.832 1.612 -1.902
C8 2.174 2.915 -2.297
C9 3.127 3.101 -3.277
C10 3.750 2.012 -3.886
C11 3.420 0.710 -3.534
C12 2.460 0.504 -2.558
N2 1.980 -0.709 -2.129
N3 2.397 -1.877 -2.558
C13 1.895 -2.897 -1.849
C14 2.170 -4.231 -2.206
C15 1.626 -5.252 -1.474
C16 0.800 -4.955 -0.379
C17 0.561 -3.640 -0.062
N4 1.086 -2.625 -0.756
H1 -2.315 5.044 0.878
H2 -3.036 3.553 -0.960
H3 -1.498 1.816 -1.819
H4 1.452 3.002 1.031
H5 -0.071 4.760 1.880
H6 1.701 3.760 -1.817
H7 3.393 4.105 -3.575
H8 4.498 2.177 -4.649
H9 3.881 -0.144 -4.009
H10 2.799 -4.401 -3.066
H11 1.826 -6.281 -1.735
H12 0.357 -5.740 0.213
H13 -0.064 -3.363 0.778
O1 0.136 -0.664 1.446
C18 -0.703 -0.028 2.098
C19 -0.734 -0.091 3.588
C20 -1.748 -1.228 3.903
C21 -3.095 -1.208 3.151
C22 -3.057 -1.538 1.642
C23 -2.614 -0.363 0.737
N5 -1.783 0.556 1.526
H14 -1.067 0.858 4.010
H15 0.241 -0.347 3.998
H16 -1.958 -1.182 4.972
H17 -1.256 -2.183 3.706
H18 -3.605 -0.255 3.328
H19 -3.715 -1.973 3.621
H20 -4.053 -1.859 1.337
H21 -2.385 -2.386 1.492
H22 -3.463 0.196 0.349
H23 -2.026 -0.723 -0.110
H24 -2.337 1.095 2.175

Forces on atoms 1 to 6 (eV/Å):
-0.332 -0.078 0.676
-0.002 -0.038 0.014
-0.035 0.023 0.001
0.159 -0.120 -0.078
-0.338 0.506 0.263
0.140 -0.269 -0.085


Here is a structure of composition C23H25AuN6O2S2 from OMol25. Energies are from ωB97M-V/def2-TZVPD.

E = -62653.6274 eV
HOMO energy = -6.70 eV
M = 678.6 u
energy relative to the best compared isomer or geometry (same formula, charge and spin) = 31.1 kcal per mole
frontier orbital gap = 6.30 eV

Positions of all 59 atoms, in Å:
Au1 -0.220 0.352 -2.477
O1 2.700 4.719 -2.340
C1 1.655 4.140 -2.411
O2 1.596 2.739 -2.520
C2 0.280 4.566 -2.426
C3 -0.069 5.874 -2.432
C4 -1.340 6.457 -2.527
C5 -2.502 5.737 -2.609
C6 -2.751 4.356 -2.592
C7 -1.928 3.239 -2.504
S1 -2.606 1.709 -2.412
H1 0.793 6.530 -2.366
H2 -1.401 7.535 -2.534
H3 -3.406 6.335 -2.683
H4 -3.795 4.076 -2.617
N1 -0.490 3.359 -2.505
C8 0.327 2.308 -2.547
S2 -0.963 -2.052 4.317
C9 -0.671 -1.205 2.772
C10 0.551 -1.324 2.123
C11 0.724 -0.656 0.920
N2 -0.220 0.089 0.354
C12 -1.389 0.195 0.978
C13 -1.663 -0.433 2.185
C14 -0.393 -0.781 5.435
C15 0.901 -0.807 5.933
C16 1.293 0.197 6.806
N3 0.497 1.188 7.197
C17 -0.744 1.198 6.716
C18 -1.237 0.241 5.841
H5 1.347 -1.921 2.547
H6 1.665 -0.722 0.381
H7 -2.138 0.801 0.477
H8 -2.631 -0.326 2.655
H9 1.588 -1.593 5.648
H10 2.299 0.204 7.211
H11 -1.380 2.010 7.048
H12 -2.258 0.291 5.486
C19 2.353 -1.593 -3.174
N4 1.777 -2.544 -2.239
C20 2.696 -3.074 -1.249
C21 0.432 -2.682 -2.112
N5 -0.397 -1.754 -2.488
N6 0.003 -3.859 -1.534
C22 -1.349 -3.934 -1.018
C23 0.540 -5.131 -1.994
H13 3.301 -2.002 -3.529
H14 2.529 -0.617 -2.713
H15 1.685 -1.448 -4.017
H16 3.292 -2.256 -0.834
H17 3.385 -3.801 -1.689
H18 2.148 -3.550 -0.441
H19 -1.345 -2.098 -2.538
H20 -1.615 -2.999 -0.527
H21 -1.397 -4.732 -0.277
H22 -2.087 -4.154 -1.799
H23 1.456 -4.973 -2.555
H24 -0.180 -5.634 -2.649
H25 0.752 -5.788 -1.149

Forces on atoms 1 to 6 (eV/Å):
0.580 -0.048 -0.265
0.000 0.043 -0.011
0.010 -0.026 0.005
0.013 -0.096 0.055
-0.085 -0.193 -0.054
-0.043 0.172 -0.009